(1)
Density functional theory data (ωB97M-V/def2-TZVPD) for a 2-piece molecular cluster, C4H3NO4 overall at a distorted geometry.

```
12
Properties=species:S:1:pos:R:3
C -1.37700 0.60505 -0.14297
C 0.65203 0.03757 1.34846
C 1.43448 -1.71603 -0.09322
C -0.41225 0.43750 0.70446
N -2.36612 -2.38734 0.67708
O -2.54922 0.05028 -0.35826
O 1.69159 -0.67491 0.67077
O 2.26573 -2.40711 -0.55826
O -2.92783 -1.73833 -0.03950
H -1.42645 1.63861 -0.55356
H 0.89768 0.36402 2.35302
H 0.31989 -1.97800 -0.49319
```

Computed properties:
charge = 0
gap between HOMO and LUMO (alpha / beta) = 8.0 / 7.4 eV
energy = -13868.8939 eV

(2)
Density functional theory data (ωB97M-V/def2-TZVPD) for one molecule with the formula C4H3NS at a distorted geometry.

```
9
Properties=species:S:1:pos:R:3
N 3.84977 -0.71803 -0.11705
C 2.73496 -0.39300 -0.14017
C 1.38760 -0.02187 -0.13602
C 0.21874 0.24934 -0.09674
C -1.19795 0.62084 -0.05828
S -2.33787 -0.79870 -0.19421
H -1.37379 1.27118 0.80127
H -1.42211 1.24876 -0.93953
H -1.85934 -1.45853 0.88071
```

Computed properties:
charge = 0
gap between HOMO and LUMO = 10.3 eV
energy = -16519.4982 eV

(3)
Density functional theory data (ωB97M-V/def2-TZVPD) for C4H3NS as an isolated structure at a distorted geometry.

```
9
Properties=species:S:1:pos:R:3
C 1.83664 -0.87056 -0.02555
C 2.79418 0.01061 0.00191
C -0.01845 -0.17686 -0.11752
C -1.41996 0.17775 0.05580
N 0.61482 -1.26090 -0.12945
S 1.49190 1.26216 0.00534
H -1.93809 -0.75575 0.02100
H -1.70451 0.92968 -0.78888
H -1.65652 0.68386 0.97736
```

Computed properties:
charge = 0
gap between HOMO and LUMO = 8.8 eV
energy = -16516.6499 eV

(4)
Density functional theory data (ωB97M-V/def2-TZVPD) for an isolated ion of composition C4H3O2 and charge -1 at a distorted geometry.

```
9
Properties=species:S:1:pos:R:3
C -0.67636 1.18031 -0.35872
C 0.13299 -0.07439 0.03146
C 1.32404 -0.77435 0.12958
O 2.56159 -0.78530 0.15057
C 0.03182 -1.46647 0.38287
O -0.68928 -2.34159 0.87524
H -0.08699 2.06754 0.05517
H -1.75617 1.03441 0.13997
H -0.84164 1.15985 -1.40614
```

Computed properties:
charge = -1
gap between HOMO and LUMO = 7.0 eV
energy = -8290.5005 eV

(5)
Density functional theory data (ωB97M-V/def2-TZVPD) for a 2-piece molecular cluster, C4H3OP overall at a distorted geometry.

```
9
Properties=species:S:1:pos:R:3
C -0.02448 2.25332 -2.00629
C -0.56430 1.24452 -1.60054
C 0.06497 -1.68367 1.59910
C 0.30651 -0.60519 0.77455
O 0.86253 -1.97964 2.49502
P -1.40810 -0.12809 -1.03596
H 0.49297 3.08070 -2.39743
H -0.85984 -2.26203 1.43573
H 1.12975 0.08008 0.73582
```

Computed properties:
charge = 0
gap between HOMO and LUMO (alpha / beta) = 7.8 / 7.4 eV
energy = -15526.0859 eV

(6)
Density functional theory data (ωB97M-V/def2-TZVPD) for C4H3OYb as an isolated structure at a distorted geometry.

```
9
Properties=species:S:1:pos:R:3
C -0.18243 -0.79268 2.17922
C 0.03777 -0.15157 1.03550
C 0.40206 0.12543 -0.15244
C 0.74717 0.55476 -1.38025
O -0.03113 0.63607 -2.41806
Yb -2.18145 0.81308 -3.08407
H 0.50551 -0.68880 3.02159
H -1.08097 -1.39752 2.32206
H 1.78347 0.90125 -1.52354
```

Computed properties:
charge = +1
gap between HOMO and LUMO (alpha / beta) = 5.4 / 6.2 eV
<S²> = 2.05
spin multiplicity = 3
energy = -37762.1378 eV

(7)
Density functional theory data (ωB97M-V/def2-TZVPD) for a 2-piece molecular cluster, C4H4 overall at a distorted geometry.

```
8
Properties=species:S:1:pos:R:3
C 1.33417 -0.84191 -2.20933
C 1.53368 -0.57900 -1.04471
H 1.03491 -1.13334 -3.17598
H 1.99529 -0.38453 -0.13381
C -1.98092 0.97345 1.42526
C -0.99567 0.41186 1.85376
H -2.86073 1.38802 1.00455
H -0.06074 0.16547 2.28025
```

Computed properties:
charge = 0
gap between HOMO and LUMO = 11.8 eV
energy = -4208.0492 eV

(8)
Density functional theory data (ωB97M-V/def2-TZVPD) for one molecule with the formula C4H4 at a distorted geometry.

```
8
Properties=species:S:1:pos:R:3
C 0.09804 0.79229 1.49699
C 0.54749 -0.20240 0.85084
C 0.52150 -0.66493 -0.32654
C -0.12533 -0.68153 -1.44138
H 0.72534 1.62498 1.77800
H -0.92805 0.66178 1.66037
H 0.27963 -0.43321 -2.42530
H -1.11862 -1.09698 -1.59299
```

Computed properties:
charge = 0
gap between HOMO and LUMO = 9.4 eV
energy = -4208.3288 eV

(9)
Density functional theory data (ωB97M-V/def2-TZVPD) for one molecule with the formula C4H4 at a distorted geometry.

```
8
Properties=species:S:1:pos:R:3
C -0.60880 -0.69354 -0.84694
C -0.89560 0.48464 -0.31309
C 0.49302 0.78734 0.22671
C 0.34355 -0.67200 0.21737
H -1.11633 -1.47859 -1.19638
H 1.18126 1.52203 -0.42653
H 0.59066 1.32191 1.17209
H 0.01226 -1.27179 1.16676
```

Computed properties:
charge = 0
gap between HOMO and LUMO (alpha / beta) = 6.9 / 8.5 eV
<S²> = 2.01
spin multiplicity = 3
energy = -4204.6144 eV

(10)
Density functional theory data (ωB97M-V/def2-TZVPD) for a 15-piece molecular cluster, C4H40N2O14 overall at a distorted geometry.

```
60
Properties=species:S:1:pos:R:3
C 4.29744 -1.15949 -0.23488
N 2.93990 -1.18920 0.28116
C 3.79328 -2.14051 2.43816
C 2.66271 -1.31894 1.72895
C 2.84052 0.10526 2.51156
N 1.73318 0.89413 3.01396
H 4.28180 -0.82443 -1.27286
H 4.88410 -0.58309 0.42073
H 4.73040 -2.23288 -0.44041
H 2.16534 -1.68349 -0.12420
H 4.26450 -2.94878 1.73850
H 3.13959 -2.63980 3.09794
H 4.52806 -1.53005 2.98748
H 1.71288 -1.81039 1.95257
H 3.42764 -0.13643 3.40226
H 3.61417 0.64560 1.77440
H 0.84005 0.71617 2.59166
H 2.06112 1.84186 3.12545
H -1.02320 1.17451 -4.57380
H -0.14392 -0.14736 -4.98880
O -0.85752 0.17965 -4.47923
H -2.49569 -2.08751 1.53934
H -1.96286 -3.43972 1.32079
O -2.14483 -2.77988 2.04900
H -3.96655 0.92100 -0.96130
H -4.43141 0.17184 0.31871
O -4.59098 0.90349 -0.25773
H 1.40612 0.58487 -2.13396
H 2.90949 0.49185 -1.67073
O 2.19505 1.09820 -1.90344
H 1.32424 3.79489 -1.80690
H 0.87249 2.37958 -2.27909
O 0.58455 3.27689 -2.12515
H -3.95095 -1.69808 0.12244
H -3.62608 -1.87630 -1.38951
O -3.43538 -2.18490 -0.50496
H -2.79744 0.23430 -3.56091
H -4.13585 0.85362 -2.88643
O -3.24542 1.07554 -3.26838
H -0.79374 1.42990 -0.34003
H -1.84505 1.49351 -1.38394
O -0.93520 1.11794 -1.21614
H -0.55097 -0.31742 -1.86520
H -0.49074 -1.13592 -3.17006
O -0.38384 -1.24491 -2.21910
H 1.03516 0.41382 0.80276
H 1.66754 1.45530 -0.26390
O 0.91053 1.25956 0.35460
H -2.25162 -3.27948 -0.54022
H -1.00949 -2.85840 -1.17728
O -1.25266 -3.55542 -0.54991
H -0.83553 4.30761 0.53672
H -1.13537 3.28035 -0.46698
O -1.25968 3.45624 0.45694
H -2.17381 2.23541 3.93327
H -1.38384 2.78411 2.64849
O -1.58946 2.05821 3.21346
H -2.57707 0.35510 2.01244
H -4.22009 0.05906 1.88466
O -3.32562 -0.24660 1.79703
```

Computed properties:
charge = 0
gap between HOMO and LUMO = 8.1 eV
energy = -36439.4078 eV

> Among the records above, which one has the highest energy?

number 9

Repeat the second record exactly.
Density functional theory data (ωB97M-V/def2-TZVPD) for one molecule with the formula C4H3NS at a distorted geometry.

```
9
Properties=species:S:1:pos:R:3
N 3.84977 -0.71803 -0.11705
C 2.73496 -0.39300 -0.14017
C 1.38760 -0.02187 -0.13602
C 0.21874 0.24934 -0.09674
C -1.19795 0.62084 -0.05828
S -2.33787 -0.79870 -0.19421
H -1.37379 1.27118 0.80127
H -1.42211 1.24876 -0.93953
H -1.85934 -1.45853 0.88071
```

Computed properties:
charge = 0
gap between HOMO and LUMO = 10.3 eV
energy = -16519.4982 eV

> Which value of energy does entry 7 give?

-4208.0492 eV